(1)
Below is a molecular structure, C44H49Ge2N8O6S3Ti in a non-equilibrium geometry, with properties calculated with wB97M-V/def2-TZVPD.

## Properties
E_tot	-239281.52194	eV
multiplicity	2
lowest unoccupied orbital energy (alpha / beta)	-0.83 / -0.47	eV

Atoms and positions in Å:
Ti  -0.939  -0.027  0.426
O  -1.817  -1.983  3.666
S  -1.953  -0.942  2.692
O  -2.168  -1.415  1.304
N  -0.683  -0.010  2.450
C  -0.049  0.671  3.498
C  -0.287  0.411  4.833
C  0.357  1.149  5.834
C  1.213  2.167  5.525
C  1.460  2.491  4.178
C  2.258  3.581  3.774
C  2.374  3.868  2.442
C  1.765  3.017  1.509
N  1.058  1.964  1.846
C  0.856  1.718  3.154
C  -3.283  0.112  3.215
C  -4.446  -0.487  3.669
C  -5.485  0.314  4.108
C  -5.347  1.694  4.102
C  -4.186  2.283  3.625
C  -3.145  1.490  3.173
H  -0.975  -0.378  5.100
H  0.160  0.919  6.873
H  1.693  2.746  6.304
H  2.729  4.199  4.528
H  2.931  4.730  2.100
H  1.836  3.217  0.446
H  -4.513  -1.567  3.670
H  -6.407  -0.140  4.444
H  -6.152  2.317  4.470
H  -4.092  3.360  3.596
H  -2.235  1.937  2.798
N  3.180  2.182  -4.072
C  2.440  1.785  -2.869
C  1.965  0.346  -3.000
O  2.434  -0.276  -4.078
O  1.232  -0.206  -2.211
H  2.569  2.658  -4.725
H  3.010  0.383  -4.530
H  3.930  2.820  -3.843
H  1.569  2.403  -2.652
H  3.091  1.805  -1.995
O  -3.825  -0.865  -0.884
S  -4.025  0.419  -0.254
O  -4.954  0.464  0.835
N  -2.550  1.076  0.154
C  -2.170  1.929  -0.854
S  -0.482  2.135  -0.958
C  -3.146  2.235  -1.835
C  -3.023  2.976  -3.026
C  -4.106  3.048  -3.877
C  -5.314  2.404  -3.589
C  -5.432  1.630  -2.438
C  -4.362  1.562  -1.578
H  -2.074  3.442  -3.255
H  -4.019  3.595  -4.807
H  -6.142  2.480  -4.279
H  -6.335  1.075  -2.222
C  -0.116  -4.161  1.153
Ge  1.439  -3.337  0.233
C  3.070  -4.029  1.202
C  1.644  -4.169  -1.584
Ge  1.561  -0.784  0.688
C  2.307  -1.096  2.535
C  3.556  -0.645  2.961
C  4.042  -0.945  4.226
C  3.285  -1.702  5.105
C  2.044  -2.171  4.700
C  1.569  -1.871  3.433
C  3.315  -0.334  -0.224
C  4.044  0.828  0.033
C  5.251  1.088  -0.606
C  5.754  0.193  -1.537
C  5.044  -0.968  -1.810
C  3.847  -1.224  -1.159
H  -0.575  -4.907  0.505
H  -0.871  -3.419  1.386
H  0.198  -4.641  2.079
H  3.139  -5.104  1.027
H  2.989  -3.850  2.273
H  3.985  -3.553  0.848
H  2.522  -4.815  -1.566
H  1.765  -3.426  -2.371
H  0.763  -4.765  -1.814
H  4.171  -0.063  2.289
H  5.018  -0.584  4.527
H  3.656  -1.927  6.097
H  1.444  -2.769  5.375
H  0.593  -2.245  3.149
H  3.666  1.550  0.743
H  5.798  1.995  -0.375
H  6.688  0.398  -2.045
H  5.430  -1.674  -2.534
H  3.308  -2.135  -1.386
C  -3.007  0.020  -5.620
C  -1.740  -0.836  -5.614
C  -0.490  0.012  -5.399
C  -1.843  -2.009  -4.626
N  -1.525  -1.715  -3.239
C  -1.641  -0.613  -2.506
N  -1.137  -0.879  -1.313
N  -0.737  -2.158  -1.341
N  -0.958  -2.661  -2.482
H  -2.952  0.766  -6.414
H  -3.148  0.545  -4.676
H  -3.886  -0.599  -5.801
H  -1.653  -1.303  -6.599
H  -0.533  0.561  -4.458
H  -0.390  0.737  -6.207
H  0.400  -0.614  -5.382
H  -1.147  -2.798  -4.910
H  -2.855  -2.418  -4.668
H  -2.093  0.310  -2.813

Mulliken atomic charge list, values in e, 5 entries: -1.16, -0.67, 0.98, -0.56, 1.22

=====

(2)
Below is 9 unconnected molecules or ions with the total composition C25H68O23S9 in a non-equilibrium geometry, with properties calculated with wB97M-V/def2-TZVPD.

## Properties
E_tot	-171631.47899	eV
lowest unoccupied orbital energy	0.17	eV

Atoms and positions in Å:
C  -0.299  -3.907  -1.423
S  -2.030  -3.454  -1.461
O  -2.284  -2.783  -2.768
C  -2.725  -5.060  -1.723
H  -0.314  -4.560  -0.544
H  0.429  -3.026  -1.268
H  -0.028  -4.489  -2.297
H  -3.765  -5.125  -1.512
H  -2.243  -5.823  -1.082
H  -2.630  -5.259  -2.799
C  -0.484  1.151  0.882
S  -0.360  -0.574  0.380
O  0.803  -0.563  -0.605
C  0.186  -1.221  2.038
H  0.455  1.542  1.023
H  -1.165  1.157  1.738
H  -0.975  1.682  0.082
H  -0.012  -2.295  1.828
H  -0.394  -0.882  2.902
H  1.278  -1.085  2.065
O  4.443  -5.681  0.380
S  4.279  -4.318  0.615
O  5.318  -3.425  1.099
O  3.559  -3.760  -0.675
C  3.424  -2.249  -0.690
C  3.881  -1.641  -2.023
C  2.886  -4.413  1.758
H  3.992  -1.734  0.077
H  2.361  -2.028  -0.464
H  3.495  -2.298  -2.780
H  4.920  -1.353  -2.109
H  3.268  -0.701  -2.094
H  3.302  -4.962  2.609
H  2.053  -4.947  1.301
H  2.620  -3.412  2.181
O  -0.996  4.587  -0.885
S  -0.604  3.871  -2.062
O  -1.371  2.723  -2.419
O  -0.652  5.007  -3.229
C  -0.630  4.528  -4.628
C  -1.282  5.629  -5.446
C  1.113  3.536  -2.137
H  -1.222  3.681  -4.616
H  0.339  4.212  -4.945
H  -2.240  5.804  -5.109
H  -1.375  5.200  -6.429
H  -0.628  6.484  -5.465
H  1.681  4.423  -1.908
H  1.246  2.962  -3.089
H  1.365  2.780  -1.382
O  4.594  2.563  3.233
S  4.303  1.581  2.215
O  3.340  1.841  1.172
O  5.708  1.079  1.633
C  6.403  1.969  0.669
C  7.797  1.280  0.561
C  3.980  0.002  2.995
H  6.477  2.963  1.121
H  5.843  1.952  -0.238
H  7.715  0.247  0.385
H  8.331  1.529  1.504
H  8.254  1.830  -0.216
H  4.904  -0.366  3.396
H  3.705  -0.660  2.184
H  3.256  0.087  3.759
O  -1.740  -4.174  2.311
S  -2.784  -3.826  3.218
O  -3.045  -4.741  4.307
O  -2.389  -2.375  3.768
C  -3.373  -1.880  4.776
C  -2.711  -0.597  5.245
C  -4.314  -3.736  2.368
H  -3.445  -2.597  5.607
H  -4.297  -1.738  4.259
H  -2.495  0.038  4.398
H  -1.863  -0.903  5.831
H  -3.400  -0.102  5.903
H  -4.748  -4.727  2.303
H  -4.067  -3.387  1.392
H  -5.054  -3.184  2.993
O  0.028  2.842  5.598
S  1.169  2.308  4.907
O  1.385  0.892  4.860
O  1.127  2.656  3.398
C  0.393  3.814  2.892
C  1.212  4.582  1.841
C  2.546  3.261  5.445
H  0.102  4.427  3.734
H  -0.537  3.449  2.488
H  0.622  5.365  1.449
H  1.541  3.788  1.142
H  2.047  5.020  2.392
H  2.188  4.332  5.304
H  3.498  2.994  4.823
H  2.668  3.079  6.506
O  1.100  -0.815  -5.375
S  0.074  0.159  -5.067
O  0.187  1.504  -5.386
O  -1.238  -0.299  -5.785
C  -1.875  -1.506  -5.302
C  -2.885  -1.769  -6.393
C  -0.318  -0.046  -3.373
H  -2.296  -1.359  -4.314
H  -1.183  -2.343  -5.347
H  -2.388  -1.969  -7.382
H  -3.544  -0.978  -6.544
H  -3.404  -2.628  -6.023
H  -0.574  -1.093  -3.201
H  -1.044  0.653  -3.004
H  0.669  0.101  -2.896
O  -5.247  -1.235  0.932
S  -4.487  -0.015  1.117
O  -3.385  -0.048  2.057
O  -3.946  0.520  -0.244
C  -3.906  -0.340  -1.468
C  -4.084  0.578  -2.695
C  -5.564  1.277  1.625
H  -4.734  -1.051  -1.269
H  -3.000  -0.960  -1.422
H  -5.117  0.898  -2.759
H  -3.979  -0.022  -3.622
H  -3.442  1.519  -2.682
H  -5.638  1.178  2.649
H  -6.512  1.181  1.109
H  -5.104  2.205  1.338

Mulliken atomic charge list, values in e, 5 entries: -0.87, 1.00, -0.75, -1.35, 0.47

=====

(3)
Below is a single C5H4 molecule in a non-equilibrium geometry, with properties calculated with wB97M-V/def2-TZVPD.

## Properties
E_tot	-5242.42429	eV
lowest unoccupied orbital energy (alpha / beta)	-0.94 / -0.82	eV
structure (SMILES)	C1=C=CCC=1

Atoms and positions in Å:
C  1.579  -0.462  -0.219
C  1.381  0.829  0.271
C  0.135  1.157  -0.115
C  -0.657  -0.035  0.038
C  0.399  -1.091  -0.235
H  -0.377  2.152  -0.047
H  -1.709  -0.071  -0.305
H  -0.748  -0.390  1.136
H  -0.003  -2.090  -0.524

Mulliken atomic charge list, values in e, 5 entries: -0.07, -0.11, -0.30, -0.24, -0.47

=====

What did we get for energy relative to the best compared isomer or geometry (same formula, charge and spin)? Answer: 302.1, 17.0, 363.9 kJ/mol, in the order shown.